Record 1
Molecular formula: C33H45Br4ClHgN9O5S
Method: DFT, ωB97M-V/def2-TZVPD

Last column: Mulliken charge in e.
Cartesian coordinates (Å):
Hg 0.282 0.113 -0.506  1.2594
O -0.147 -0.019 3.362  -0.5525
C 1.147 0.490 3.540  -0.6952
C 1.516 1.699 2.703  0.6043
C 2.674 2.404 3.016  -0.5627
C 3.069 3.443 2.198  -0.6153
C 2.288 3.763 1.099  -0.8003
C 1.143 3.022 0.876  0.0327
N 0.757 2.016 1.660  -0.0378
H -0.238 -0.313 2.444  0.1823
H 1.911 -0.275 3.342  0.0746
H 1.224 0.766 4.595  0.4343
H 3.273 2.108 3.871  0.3644
H 3.988 3.983 2.398  0.3567
H 2.582 4.542 0.408  0.3627
H 0.498 3.219 0.024  0.6411
Br -6.102 -0.067 3.038  -0.2582
C -4.715 0.550 1.898  0.1906
C -4.376 1.899 1.868  0.0411
Br -5.286 3.142 2.977  -0.2608
C -3.370 2.330 0.995  0.0876
Br -2.909 4.166 0.855  -0.1110
C -2.678 1.471 0.119  -0.4329
O -1.809 1.881 -0.729  0.0386
C -2.986 0.046 0.196  -0.6026
O -2.296 -0.772 -0.499  -0.5039
C -4.018 -0.345 1.078  0.0293
Br -4.464 -2.196 1.038  -0.2475
N 1.354 -6.001 -0.087  -0.6400
C 1.001 -4.721 0.348  1.1631
C 1.961 -3.833 0.825  -0.9760
C 1.566 -2.576 1.246  -0.3038
N 0.293 -2.165 1.231  0.0064
C -0.622 -3.022 0.774  -0.3617
C -0.323 -4.299 0.336  -0.6874
H 2.299 -6.070 -0.429  0.2188
H 0.693 -6.405 -0.731  0.2238
H 3.011 -4.106 0.832  0.3156
H 2.302 -1.840 1.553  0.3685
H -1.641 -2.653 0.724  0.2152
H -1.107 -4.936 -0.058  0.3360
C 4.523 2.579 -4.424  -0.9358
C 4.146 3.417 -5.645  -0.5271
C 2.974 4.370 -5.402  -0.8793
C 1.674 3.647 -5.039  -0.4314
N 1.510 3.567 -3.582  0.1358
C 0.469 2.674 -3.162  -0.5661
S 0.651 1.026 -3.363  -0.2194
N -0.598 3.201 -2.577  0.6130
C -1.308 4.457 -2.835  -0.5763
C -0.548 5.785 -3.034  -0.2378
C -0.766 6.793 -1.906  -0.8178
C -0.159 6.341 -0.586  -0.6414
H 5.429 2.002 -4.612  0.3873
H 3.740 1.865 -4.151  0.2434
H 4.713 3.205 -3.548  0.2621
H 3.885 2.751 -6.474  0.2840
H 5.014 4.001 -5.971  0.3638
H 2.816 4.980 -6.296  0.3085
H 3.220 5.059 -4.587  0.3583
H 1.672 2.645 -5.486  0.4820
H 0.809 4.185 -5.439  0.2750
H 2.354 3.171 -3.173  0.1081
H -1.154 2.531 -2.019  -0.0628
H -2.004 4.555 -1.999  0.3074
H -1.922 4.279 -3.724  0.2840
H -0.898 6.232 -3.968  0.3068
H 0.516 5.585 -3.151  0.0774
H -1.841 6.968 -1.778  0.3489
H -0.324 7.750 -2.203  0.3777
H -0.615 5.413 -0.237  -0.1246
H -0.300 7.089 0.199  0.3890
H 0.911 6.164 -0.701  0.2102
Cl 6.221 0.909 -1.281  -0.2756
C 5.013 -0.215 -0.559  -0.5429
C 3.680 0.452 -0.125  0.0612
O 3.206 -0.056 0.920  -0.6194
O 3.205 1.323 -0.873  -0.3772
H 5.483 -0.689 0.295  0.3334
H 4.784 -0.961 -1.318  0.2317
C -1.340 -0.832 -6.530  -1.4618
C -2.638 -1.074 -5.762  0.9457
C -2.959 0.084 -4.818  -1.0655
C -2.606 -2.407 -5.013  -1.4135
N -1.423 -2.598 -4.197  0.9558
C -1.173 -2.183 -2.952  -0.3873
N -0.011 -2.664 -2.588  0.3460
N 0.452 -3.383 -3.643  -0.6800
N -0.390 -3.356 -4.618  -0.4419
H -1.445 0.040 -7.179  0.4542
H -1.069 -1.694 -7.144  0.3867
H -0.517 -0.633 -5.840  0.1510
H -3.455 -1.174 -6.486  0.2959
H -2.199 0.180 -4.037  -0.0459
H -3.930 -0.053 -4.337  0.3984
H -2.978 1.029 -5.368  0.4039
H -2.631 -3.240 -5.714  0.3795
H -3.472 -2.480 -4.355  0.4606
H -1.836 -1.578 -2.328  0.5067

As for the highest occupied orbital energy (alpha / beta): -1.257 / -1.487 eV. The net charge is -2. The total energy comes out at -13461.4069 Eh. The multiplicity is 2. The LUMO energy (alpha / beta) is 4.1 / 4.0 eV.

---

Record 2
Molecular formula: C33H45Cl2N6NaO2SSb
Method: DFT, ωB97M-V/def2-TZVPD

Last column: Mulliken charge in e.
Cartesian coordinates (Å):
Na 1.656 -0.162 0.454  0.9515
Cl 7.164 3.882 2.075  -0.2643
C 6.037 2.917 1.157  0.0162
C 4.884 2.468 1.772  -0.2698
C 3.946 1.689 1.094  0.2568
N 2.857 1.135 1.778  -0.6309
C 2.169 1.890 2.607  0.1970
O 2.245 3.099 2.886  -0.7659
C 1.113 1.100 3.383  0.4553
C 0.780 1.547 4.660  -0.8348
C -0.119 0.821 5.414  -0.4340
C -0.681 -0.322 4.864  -0.9537
C -0.327 -0.666 3.570  -0.1979
N 0.540 0.024 2.836  0.4644
C 4.191 1.354 -0.266  -0.2466
C 5.357 1.833 -0.866  -0.6901
C 6.273 2.598 -0.165  0.0955
Cl 7.713 3.144 -0.983  -0.2617
N 3.299 0.493 -0.922  -0.1879
C 3.191 0.521 -2.236  0.1089
O 3.718 1.249 -3.096  -0.8307
C 2.238 -0.546 -2.796  0.0298
C 2.137 -0.645 -4.184  -0.4248
C 1.326 -1.614 -4.737  -0.6890
C 0.614 -2.449 -3.891  -0.7936
C 0.747 -2.262 -2.524  -0.4166
N 1.547 -1.344 -1.977  0.9683
H 4.691 2.740 2.799  0.5120
H 1.244 2.456 5.013  0.4808
H -0.378 1.136 6.418  0.3962
H -1.384 -0.933 5.413  0.4110
H -0.760 -1.536 3.093  0.3090
H 5.540 1.613 -1.904  0.5601
H 2.713 0.054 -4.771  0.5590
H 1.243 -1.713 -5.813  0.3870
H -0.050 -3.214 -4.271  0.4423
H 0.158 -2.842 -1.825  0.1664
C -5.062 0.399 0.383  -1.7120
C -3.762 -0.396 0.335  1.8130
C -3.867 -1.472 -0.750  -1.8838
C -3.571 -1.122 1.667  -1.5497
Sb -1.910 0.747 -0.036  1.2470
C -2.153 1.411 -2.135  1.9812
C -1.680 0.263 -3.026  -1.9953
C -3.553 1.829 -2.571  -1.7694
C -1.189 2.572 -2.377  -2.1093
C -2.224 2.617 1.083  2.1161
C -2.571 2.259 2.529  -1.7290
C -3.284 3.571 0.543  -1.8447
C -0.874 3.337 1.112  -2.1356
H -5.908 -0.291 0.481  0.5292
H -5.227 0.994 -0.514  0.2079
H -5.097 1.071 1.240  0.2686
H -4.632 -2.201 -0.466  0.5578
H -2.928 -2.015 -0.876  0.2312
H -4.154 -1.059 -1.716  0.3193
H -4.438 -1.764 1.856  0.5166
H -3.473 -0.438 2.509  0.2846
H -2.687 -1.761 1.646  0.0942
H -2.344 -0.602 -2.991  0.2641
H -0.681 -0.070 -2.753  0.3158
H -1.635 0.605 -4.065  0.5550
H -4.264 1.006 -2.513  0.2748
H -3.523 2.151 -3.618  0.5211
H -3.948 2.660 -1.984  0.2371
H -0.170 2.339 -2.060  0.3190
H -1.496 3.489 -1.877  0.3527
H -1.148 2.783 -3.451  0.5385
H -3.574 1.840 2.632  0.3128
H -2.535 3.169 3.136  0.5496
H -1.858 1.559 2.962  0.1211
H -4.268 3.110 0.437  0.2335
H -3.004 3.990 -0.423  0.2948
H -3.390 4.413 1.237  0.5375
H -0.096 2.741 1.583  0.4525
H -0.963 4.253 1.704  0.5082
H -0.516 3.625 0.124  0.2537
C 1.422 -6.654 0.097  -0.9991
N 0.718 -5.437 0.434  -0.1458
C 1.095 -4.152 0.299  0.3796
S 0.128 -2.921 0.914  -0.3440
N 2.226 -3.809 -0.334  0.0081
C 3.174 -4.582 -1.105  -1.0912
H 0.909 -7.475 0.594  0.3579
H 2.449 -6.640 0.464  0.2941
H 1.425 -6.857 -0.976  0.2843
H -0.170 -5.524 0.898  0.2497
H 2.353 -2.805 -0.357  0.0300
H 2.678 -5.248 -1.815  0.3508
H 3.861 -5.155 -0.480  0.3530
H 3.758 -3.869 -1.684  0.3177

As for the highest occupied orbital energy: -3.926 eV. The net charge is -1. The total energy comes out at -3484.7763 Eh. The LUMO energy is 1.8 eV.